Density functional theory data (ωB97M-V/def2-TZVPD) for a cluster of 2 separate species, C9H14O in total.

Element x y z (Å)
C  2.1610  0.8734  -1.8149
C  1.6386  0.1397  -0.5629
C  2.2840  -1.0687  -0.2342
C  2.0028  -2.0113  0.7440
C  1.0585  -1.6059  1.6740
O  0.9452  -2.3927  2.7578
C  0.6099  -0.2756  1.5461
C  0.7222  0.5571  0.4411
H  1.5417  1.8415  -1.9595
H  1.9249  0.0761  -2.6033
H  3.2118  0.9366  -1.7700
H  3.2055  -1.2599  -0.8604
H  2.3471  -3.0025  0.6400
H  0.4740  -2.0961  3.5564
H  0.3242  0.0396  2.5413
H  0.0770  1.4838  0.4567
C  -3.5850  0.5056  -0.8815
C  -2.4919  1.3712  -0.2464
H  -4.4363  0.4517  -0.1430
H  -4.1977  0.8117  -1.6584
H  -3.2911  -0.5009  -1.1485
H  -2.9060  2.0953  0.4867
H  -2.0430  2.1518  -1.0262
H  -1.5775  0.8785  0.0651

Computed properties:
Relative energy (zero: lowest compared OMol25 entry of this formula, charge and spin) (kcal/mol): 54.9
Multiplicity: 1
Kohn-Sham gap (eV): 9.000



Density functional theory data (ωB97M-V/def2-TZVPD) for a cluster of 2 separate species, C9H14OS in total.

Element x y z (Å)
C  1.8852  2.3748  -1.9557
C  0.5990  1.7302  -1.5260
C  0.6117  0.5496  -0.7868
C  -0.5617  -0.1477  -0.5592
C  -1.7604  0.3459  -1.0491
O  -2.8693  -0.4479  -0.8617
C  -1.8093  1.5545  -1.7220
C  -0.6100  2.2049  -1.9935
H  2.5203  2.6206  -1.0992
H  1.7301  3.2846  -2.5421
H  2.4766  1.7019  -2.5807
H  1.5445  0.2378  -0.3341
H  -0.5790  -1.1241  -0.1045
H  -3.6469  -0.0062  -1.2266
H  -2.7862  1.9499  -1.9733
H  -0.6793  3.1415  -2.5245
C  -0.0225  -1.3815  3.5195
S  1.3284  -1.4352  2.3262
C  0.9457  -3.0121  1.5425
H  -0.3606  -2.3851  3.7842
H  0.3236  -0.8800  4.4241
H  -0.8593  -0.8054  3.1332
H  1.8068  -3.4144  1.0219
H  0.1425  -2.9005  0.8191
H  0.6304  -3.7561  2.2685

Computed properties:
Relative energy (zero: lowest compared OMol25 entry of this formula, charge and spin) (kcal/mol): 2.2
Multiplicity: 1
Kohn-Sham gap (eV): 9.159



Result set for highest occupied orbital energy: -8.2, -8.3 eV, one per record in the order listed.
Result set for E: -426.485316, -824.748493 Eh, one per record in the order listed.
Result set for strongest force on any atom: 0.07850, 0.01792 hartree/bohr, one per record in the order listed.